Formula: C36H59BN8S4V
Source: OMol25
Level of theory: ωB97M-V with the def2-TZVPD basis set

Each line ends with the Mulliken spin population.
Positions of all 109 atoms, in Å:
V (0.2197, -1.6517, -0.3901)  1.279
C (-4.1527, -1.2007, 1.7777)  -0.008
C (-3.1649, -0.1024, 1.6181)  0.016
C (-3.1644, 1.0345, 2.3818)  -0.004
C (-2.1551, 2.0031, 2.1839)  -0.001
N (-1.2027, 1.8241, 1.2965)  -0.014
N (-1.1821, 0.7432, 0.5387)  0.034
B (-0.0974, 0.5727, -0.5303)  -0.246
N (1.2102, 1.3473, -0.2238)  -0.018
N (1.1902, 2.6344, 0.1021)  -0.009
C (2.3100, 3.2593, 0.3617)  0.001
C (3.5640, 2.5953, 0.3158)  -0.005
C (3.6180, 1.2829, -0.0515)  0.016
C (4.8692, 0.4878, -0.1462)  -0.010
C (2.3693, 0.6641, -0.3294)  0.030
S (2.3429, -0.9531, -0.8218)  -0.029
C (2.3187, 4.7294, 0.6980)  0.003
C (2.9613, 4.9138, 2.0808)  -0.001
C (3.1783, 5.4431, -0.3553)  -0.001
C (0.9123, 5.3098, 0.6998)  -0.001
N (-0.6190, 0.7831, -1.9713)  -0.015
N (-1.1058, 2.0029, -2.1872)  0.001
C (-1.5698, 2.3468, -3.3633)  0.001
C (-1.5571, 1.4235, -4.4374)  0.005
C (-1.0624, 0.1629, -4.2443)  0.001
C (-1.0304, -0.8671, -5.3109)  -0.002
C (-0.5785, -0.1583, -2.9443)  0.030
S (0.0035, -1.7237, -2.6669)  -0.014
C (-2.1210, 3.7500, -3.5266)  0.001
C (-2.6520, 3.9870, -4.9422)  0.001
C (-0.9901, 4.7460, -3.2442)  -0.001
C (-3.2663, 3.9413, -2.5252)  0.001
C (-2.1246, -0.2259, 0.6620)  0.009
S (-2.0318, -1.6032, -0.3264)  -0.045
C (-2.1503, 3.2977, 2.9637)  -0.003
C (-0.8065, 3.4191, 3.6911)  0.001
C (-2.3641, 4.4260, 1.9454)  0.001
C (-3.2798, 3.3565, 3.9936)  0.001
H (-4.8758, -0.9752, 2.5563)  -0.001
H (-3.6302, -2.1244, 2.0305)  0.002
H (-4.6834, -1.3776, 0.8425)  0.000
H (-3.9185, 1.1699, 3.1379)  -0.001
H (4.4687, 3.1217, 0.5666)  0.000
H (5.7429, 1.0874, 0.0922)  -0.001
H (4.9783, 0.0816, -1.1513)  -0.001
H (4.8177, -0.3586, 0.5388)  0.001
H (3.9989, 4.5928, 2.0871)  0.000
H (2.4225, 4.3572, 2.8436)  0.000
H (2.9420, 5.9665, 2.3447)  0.000
H (4.2111, 5.1092, -0.3224)  0.000
H (3.1702, 6.5107, -0.1604)  0.000
H (2.7888, 5.2726, -1.3556)  0.000
H (0.3200, 4.8432, 1.4750)  0.000
H (0.4272, 5.1431, -0.2558)  0.000
H (0.9541, 6.3779, 0.8861)  0.001
H (-1.9406, 1.6995, -5.4043)  0.001
H (-1.4449, -0.4821, -6.2375)  -0.001
H (-1.5969, -1.7435, -4.9964)  0.001
H (-0.0064, -1.1982, -5.4806)  0.000
H (-1.8639, 3.8843, -5.6839)  0.000
H (-3.0367, 4.9997, -5.0103)  0.000
H (-3.4665, 3.3072, -5.1794)  0.000
H (-0.1898, 4.6235, -3.9689)  0.000
H (-0.5867, 4.5988, -2.2475)  0.000
H (-1.3653, 5.7606, -3.3294)  0.000
H (-4.0720, 3.2437, -2.7376)  0.000
H (-3.6628, 4.9474, -2.6137)  0.000
H (-2.9246, 3.7839, -1.5071)  0.000
H (0.0226, 3.2882, 3.0026)  -0.001
H (-0.7359, 2.6567, 4.4634)  0.000
H (-0.7324, 4.3889, 4.1720)  0.000
H (-1.6540, 4.3529, 1.1300)  -0.001
H (-2.2588, 5.3888, 2.4335)  0.000
H (-3.3688, 4.3666, 1.5343)  0.000
H (-3.1876, 2.5649, 4.7333)  0.000
H (-4.2547, 3.3000, 3.5149)  0.000
H (-3.2295, 4.3051, 4.5195)  -0.001
C (-2.0556, -8.2017, 0.7221)  0.000
C (-1.2645, -7.3453, 1.7044)  0.000
C (-1.6803, -5.8727, 1.7128)  0.000
C (-1.4717, -5.1559, 0.3724)  -0.003
N (-0.1201, -5.2747, -0.1382)  -0.002
C (0.9164, -4.4965, 0.1608)  0.008
S (0.7451, -3.1698, 1.2509)  -0.031
N (2.1013, -4.7903, -0.3699)  0.007
C (3.3546, -4.1125, -0.1063)  0.011
C (4.0634, -4.5487, 1.1806)  0.002
C (4.6259, -5.9689, 1.1458)  0.000
C (3.5644, -7.0561, 1.2643)  0.000
H (-1.7922, -9.2478, 0.8518)  0.000
H (-1.8537, -7.9330, -0.3129)  0.000
H (-3.1232, -8.1010, 0.8994)  0.000
H (-0.1957, -7.4275, 1.4904)  0.000
H (-1.4193, -7.7387, 2.7105)  0.000
H (-1.1203, -5.3515, 2.4927)  -0.001
H (-2.7412, -5.8002, 1.9577)  0.000
H (-1.7064, -4.0921, 0.4925)  0.006
H (-2.1368, -5.5755, -0.3834)  0.001
H (0.0635, -6.1155, -0.6749)  0.000
H (2.1695, -5.6367, -0.9230)  -0.001
H (3.1550, -3.0394, -0.0390)  -0.007
H (4.0032, -4.2905, -0.9653)  0.003
H (3.3824, -4.4375, 2.0272)  0.000
H (4.8913, -3.8528, 1.3279)  0.000
H (5.3181, -6.0758, 1.9826)  0.000
H (5.2010, -6.1101, 0.2288)  0.000
H (2.8982, -6.8491, 2.0990)  0.000
H (4.0395, -8.0155, 1.4459)  0.000
H (2.9711, -7.1532, 0.3572)  0.000

Cartesian forces, eV/Å:
0.4 0.2 -0.4
-0.1 -0.1 0.0
0.3 0.4 0.0
0.3 -0.3 -0.5
-0.4 -0.4 0.1
0.2 0.7 0.2
-1.3 -0.3 0.7
0.5 -0.8 0.0
1.1 -0.4 0.0
-0.3 0.9 0.0
0.3 -0.3 0.0
-0.3 -0.6 -0.2
-0.4 0.5 0.1
0.1 -0.1 0.0
-0.2 0.6 0.2
0.6 -0.1 -0.2
-0.1 0.2 0.0
-0.1 0.0 -0.2
-0.2 0.0 0.1
0.2 -0.1 0.0
-0.1 -0.2 -1.0
-0.2 0.7 0.3
0.0 -0.4 -0.2
0.3 -0.4 0.4
0.0 0.5 0.2
0.0 -0.1 -0.1
-0.4 0.5 0.2
0.1 -1.0 -0.8
0.0 0.2 0.2
0.1 -0.1 0.3
-0.1 -0.1 0.0
0.1 -0.1 -0.1
-0.1 0.6 0.7
-0.8 -0.2 -0.8
0.1 0.2 0.0
-0.1 0.0 -0.1
0.0 -0.1 0.1
0.2 0.0 -0.2
0.0 0.0 0.0
-0.1 -0.1 0.0
-0.1 0.0 0.0
-0.1 0.1 0.1
0.1 0.1 0.0
0.0 0.1 0.0
0.1 0.0 0.0
0.1 -0.1 0.0
0.1 0.0 0.1
-0.1 0.0 0.1
0.0 0.1 0.1
0.2 0.0 -0.1
0.0 0.2 0.0
0.0 0.0 -0.2
-0.1 0.0 0.1
-0.1 0.0 -0.1
0.0 0.2 0.0
0.0 0.0 -0.1
0.0 0.0 -0.1
-0.1 -0.1 -0.1
0.1 0.0 -0.1
0.1 0.0 -0.2
0.0 0.1 0.0
-0.1 -0.1 -0.1
0.2 0.0 -0.1
0.1 0.0 0.2
-0.1 0.2 0.0
-0.2 -0.1 0.0
-0.1 0.2 0.0
0.1 0.0 0.2
0.1 0.0 -0.1
0.1 -0.1 0.1
0.1 0.2 0.1
0.1 0.0 -0.1
0.0 0.2 0.1
-0.2 0.0 -0.1
-0.1 -0.1 0.1
-0.2 0.0 0.0
0.0 0.1 0.1
0.2 0.1 0.2
-0.2 0.1 0.0
0.3 -0.2 -0.2
-0.6 0.2 0.6
0.4 -0.1 -0.2
0.2 -0.8 -0.5
0.2 0.0 1.0
-0.6 -0.2 -0.1
0.6 0.5 0.6
0.1 -0.2 -0.3
-0.2 0.1 0.2
0.2 0.0 0.0
0.0 -0.1 -0.1
0.0 0.0 -0.2
-0.1 0.0 0.0
0.1 0.0 0.1
0.1 0.0 0.0
0.0 0.1 0.0
0.0 0.1 0.0
0.0 -0.3 -0.1
0.1 0.1 0.0
0.1 0.1 0.0
-0.1 0.1 0.1
0.1 -0.4 -0.1
-0.1 0.0 0.0
0.0 0.1 0.0
0.0 0.1 0.0
0.1 0.0 -0.1
0.1 0.0 0.0
-0.1 0.0 0.1
-0.1 -0.2 0.0
-0.1 -0.1 -0.1

Summary:
Multiplicity: 2
Orbital gap (alpha / beta) (hartree): 0.255 / 0.271
Expectation value of S²: 0.85
LUMO level (alpha / beta) (eV): -6.21 / -5.78
F_max (eV/Å): 1.528
Net charge: +2
E (eV): -119905.480